C5H15NO | the ωB97M-V functional and the def2-TZVPD basis

The geometry in XYZ format:
```
22
Properties=species:S:1:pos:R:3
O -0.700 -2.815 1.453
N 0.912 -0.081 2.268
C -0.749 0.803 -0.323
C -0.731 0.166 -1.719
C 1.367 0.073 0.886
C 0.655 1.233 0.171
C -0.619 1.110 -2.906
H 1.346 0.661 2.804
H 1.238 1.525 -0.729
H -0.300 -2.182 0.855
H 1.154 -0.906 0.443
H 0.662 2.072 0.862
H 0.283 1.698 -2.864
H 0.119 -0.512 -1.530
H 2.470 0.143 1.036
H -1.551 1.706 -3.002
H -0.079 0.016 2.468
H -0.505 0.584 -3.867
H -1.595 -0.521 -1.909
H -1.186 -3.430 0.892
H -1.110 0.161 0.496
H -1.435 1.658 -0.167
```

charge: 0
SMILES: CCCCCN.O
gap between HOMO and LUMO: 10.080 eV
HOMO level: -9.1487 eV

=====

C3H12N3S | the ωB97M-V functional and the def2-TZVPD basis

The geometry in XYZ format:
```
19
Properties=species:S:1:pos:R:3
S -3.072 1.309 -0.616
N 0.526 -1.985 0.628
N 1.493 0.076 -0.949
N -0.247 -1.059 0.321
C 0.065 1.419 0.405
C 0.264 0.144 -0.447
C 0.109 -3.283 1.025
H 0.855 1.327 1.248
H 2.231 0.255 -0.215
H 1.698 -0.806 -1.375
H 0.631 -3.890 0.165
H -0.989 1.354 0.724
H -2.893 1.980 -1.832
H 0.668 -3.562 1.952
H 0.231 2.218 -0.197
H -0.620 0.070 -1.151
H -0.884 -3.462 0.989
H -4.357 1.291 -0.699
H -1.226 -1.085 0.435
```

charge: +1
gap between HOMO and LUMO: 8.100 eV
HOMO level: -13.3102 eV

=====

C6H8S | the ωB97M-V functional and the def2-TZVPD basis

The geometry in XYZ format:
```
15
Properties=species:S:1:pos:R:3
S 0.494 1.929 -0.029
C -2.335 0.180 -0.157
C 0.270 -0.905 0.245
C 1.257 0.151 -0.081
C -0.987 0.954 0.274
C 2.593 -0.100 -0.209
C -1.007 -0.347 -0.519
H 0.219 -0.880 1.457
H -1.110 0.713 1.322
H 3.108 -0.958 -0.025
H 0.797 -1.978 -0.002
H -2.827 0.645 -1.031
H -3.002 -0.251 0.675
H -0.775 0.114 -1.567
H 3.306 0.735 -0.353
```

charge: 0
SMILES: C=C1C[C@H]2C[C@@H]2S1
gap between HOMO and LUMO: 9.240 eV
HOMO level: -8.3673 eV

=====

C13H14NO | the ωB97M-V functional and the def2-TZVPD basis

The geometry in XYZ format:
```
29
Properties=species:S:1:pos:R:3
O 1.463 0.503 -0.400
N -1.314 0.756 -0.134
C -0.688 -0.415 0.162
C -2.582 -1.241 1.374
C -1.094 1.469 -1.178
C 3.262 2.105 -0.085
C 1.314 -1.824 0.082
C -1.270 -1.507 0.900
C -0.653 -2.745 1.079
C 0.707 -0.536 -0.021
C -2.374 1.081 0.648
C 2.542 0.841 0.313
C 0.614 -2.917 0.625
C -3.041 0.101 1.314
C -0.347 0.951 -2.331
H 2.343 -1.921 -0.237
H -0.084 -0.196 -2.329
H -1.300 -3.556 1.560
H -0.845 1.039 -3.264
H -1.677 2.524 -1.134
H -3.790 0.363 1.996
H 3.979 2.507 0.702
H 2.774 0.262 1.271
H 1.130 -3.843 0.627
H 2.442 2.803 -0.456
H -3.337 -1.993 1.713
H 0.638 1.291 -2.531
H 3.934 2.021 -0.989
H -2.746 2.078 0.724
```

charge: +1
gap between HOMO and LUMO (spin up / spin down): 7.012 / 4.886 eV
HOMO level (spin up / spin down): -11.2979 / -10.1935 eV

=====

C6H10Br3OP | the ωB97M-V functional and the def2-TZVPD basis

The geometry in XYZ format:
```
21
Properties=species:S:1:pos:R:3
Br -1.626 2.272 -0.602
Br 3.017 -1.197 -1.223
Br -2.571 -1.307 -0.984
P 0.096 0.883 1.556
O 0.310 2.151 2.265
C 0.496 0.319 -1.030
C 0.286 0.196 -2.566
C 1.201 -0.801 -0.295
C -0.092 1.139 -0.235
C -1.179 -0.177 2.326
C 1.518 -0.298 1.126
H -0.276 -0.645 -2.781
H -1.912 -0.547 1.618
H 0.692 -1.781 -0.286
H 1.147 0.322 -3.228
H -1.797 0.373 3.078
H -0.667 -0.995 2.782
H 1.476 -0.927 1.987
H -2.045 -0.434 -2.027
H 2.372 0.429 1.324
H -0.448 1.026 -2.808
```

charge: 0
SMILES: CC1=C(Br)[P@](C)(=O)C[C@@H]1Br.Br
gap between HOMO and LUMO: 10.167 eV
HOMO level: -9.9274 eV

=====

DFT total energy, respectively: -329.46765 -683.60783 -631.41575 -633.35184 -8373.25035 Ha.